Entry 1:
{"formula": "C5H11O2Si", "method": "ωB97M-V with the def2-TZVPD basis set", "symbols": ["C", "C", "C", "C", "C", "O", "O", "Si", "H", "H", "H", "H", "H", "H", "H", "H", "H", "H", "H"], "xyz": [[-3.008, 0.364, -0.115], [2.678, 0.587, -0.916], [-0.724, -0.168, 1.960], [-0.657, -1.743, -0.765], [1.544, 1.549, -0.475], [-3.483, -0.205, 0.867], [-3.472, 0.998, -1.050], [-0.998, -0.095, 0.050], [3.414, 0.528, -0.168], [2.105, -0.329, -1.073], [3.189, 0.864, -1.923], [-0.492, 0.867, 2.259], [-1.700, -0.391, 2.532], [0.018, -0.902, 2.287], [-0.985, -1.714, -1.771], [0.459, -1.912, -0.782], [-1.157, -2.598, -0.065], [1.400, 2.218, -1.294], [1.868, 2.084, 0.441]], "forces_ev_per_a": [[1.00, 0.33, -0.49], [-1.59, 0.49, -2.08], [-1.45, 0.05, 0.42], [1.00, -1.60, 2.59], [0.03, -0.94, 0.51], [-0.22, -0.39, 0.30], [-0.16, 0.14, -0.25], [0.16, 1.25, 1.30], [1.02, -0.58, 0.91], [1.05, -0.58, -0.09], [-0.82, -0.32, 1.55], [0.43, -0.47, 0.02], [1.31, 0.11, -1.23], [0.22, 0.36, -0.01], [-0.64, -0.39, -0.93], [-1.00, -0.07, 0.09], [1.04, 1.94, -1.94], [-0.74, 0.78, -0.25], [-0.64, -0.11, -0.41]], "nbo_charge": [0.5728, -0.6532, -1.1533, -1.1776, -0.6737, -0.7304, -0.7208, 1.2615, 0.1849, 0.1989, 0.1668, 0.2319, 0.2553, 0.2094, 0.2338, 0.2268, 0.2432, 0.1625, 0.1613], "total_charge": -1, "homo_lumo_gap_ha": [0.26153, 0.26147], "total_energy_ev": -17334.47256, "relative_energy_kcal_mol": 89.0}

=====

Entry 2:
{"formula": "C4H4FNOS", "method": "ωB97M-V with the def2-TZVPD basis set", "symbols": ["C", "C", "C", "C", "N", "O", "F", "S", "H", "H", "H", "H"], "xyz": [[0.659, 0.191, -0.619], [-1.944, 1.333, 0.185], [-1.204, -1.268, -0.014], [2.018, 0.559, -0.140], [0.091, -0.882, 0.033], [-1.582, -2.354, 0.345], [-2.951, 2.212, 0.276], [-2.570, -0.114, -0.457], [2.590, -0.225, 0.257], [1.712, 1.364, 0.648], [2.673, 0.967, -0.921], [0.508, -1.782, 0.407]], "forces_ev_per_a": [[-0.99, -0.42, 0.65], [0.04, 0.65, 0.80], [-2.69, 0.09, -0.24], [-1.05, 1.09, -0.20], [2.03, -0.47, -0.56], [0.46, 0.23, -0.25], [0.26, -0.37, -0.43], [0.26, -0.43, -0.16], [0.72, -1.27, 1.37], [0.81, -1.22, -1.25], [-0.68, 0.53, 0.15], [0.82, 1.58, 0.13]], "nbo_charge": [0.2373, 0.1357, 0.5855, -0.7550, -0.6857, -0.5450, -0.3442, 0.2590, 0.1943, 0.2820, 0.2409, 0.3952], "homo_lumo_gap_ha": 0.30946, "total_energy_ev": -21297.70083, "relative_energy_kcal_mol": 113.3}

=====

- Which formula does entry 2 have?
  C4H4FNOS